# C3H4N2S2

An isolated molecule of C3H4N2S2 in a non-equilibrium geometry (the ωB97M-V functional and the def2-TZVPD basis, the Open Molecules 2025 dataset).

energy = -27824.650 eV
highest occupied orbital energy = -8.983 eV
structure (SMILES) = [H]/N=C1/NCC(=S)S1

Last column: natural (NBO) charge in e.
Element x y z (Å)
S (-2.684, 0.922, -1.167)  -0.04
S (-1.026, 0.461, 1.233)  0.34
N (0.974, -0.329, -0.237)  -0.63
N (1.583, -0.359, 1.997)  -0.65
C (-0.164, -0.009, -1.040)  -0.35
C (-1.248, 0.602, -0.438)  -0.28
C (0.730, -0.207, 1.095)  0.32
H (1.818, -0.548, -0.806)  0.44
H (-0.765, -0.917, -1.525)  0.25
H (-0.110, 0.582, -1.941)  0.26
H (0.892, -0.198, 2.829)  0.34

---

# C3H4N2S2

An isolated molecule of C3H4N2S2 in a non-equilibrium geometry (the ωB97M-V functional and the def2-TZVPD basis, the Open Molecules 2025 dataset).

energy = -27825.230 eV
highest occupied orbital energy = -9.152 eV
structure (SMILES) = S=C/N=C\NC=S

Last column: natural (NBO) charge in e.
Element x y z (Å)
S (-3.170, -0.069, -0.205)  -0.03
S (2.640, -0.877, -0.300)  -0.08
N (-0.654, -0.412, 0.108)  -0.61
N (1.023, 1.245, -0.150)  -0.48
C (-1.887, -0.950, 0.084)  -0.10
C (-0.208, 0.836, -0.298)  0.35
C (2.172, 0.596, 0.187)  -0.10
H (2.801, 1.240, 0.836)  0.20
H (0.152, -1.070, 0.219)  0.43
H (-0.949, 1.489, -0.710)  0.22
H (-1.920, -2.028, 0.229)  0.21

---

# C3H4N2S3

An isolated molecule of C3H4N2S3 in a non-equilibrium geometry (the ωB97M-V functional and the def2-TZVPD basis, the Open Molecules 2025 dataset).

energy = -38660.117 eV
highest occupied orbital energy = -8.623 eV

Last column: natural (NBO) charge in e.
Element x y z (Å)
S (0.181, -1.344, 1.066)  0.60
S (0.214, 1.144, -0.562)  0.55
S (0.020, 1.290, 2.371)  0.01
N (0.491, -1.932, -0.452)  -0.63
N (-0.324, -0.060, -1.600)  -0.63
C (0.251, -1.309, -1.526)  0.28
C (0.069, 0.400, 0.996)  -0.60
C (-1.058, 0.392, -2.789)  -0.42
H (0.454, -1.868, -2.465)  0.19
H (-1.858, 1.067, -2.398)  0.23
H (-0.360, 0.855, -3.519)  0.20
H (-1.618, -0.452, -3.326)  0.22

---

# C3H4N3

The ion C3H4N3 with charge +1 in a non-equilibrium geometry (the ωB97M-V functional and the def2-TZVPD basis, the Open Molecules 2025 dataset).

energy = -7635.343 eV
total charge = +1
highest occupied orbital energy = -13.996 eV

Last column: natural (NBO) charge in e.
Element x y z (Å)
N (1.303, 0.751, 1.658)  -0.46
N (-0.269, 1.551, 0.066)  -0.53
N (0.303, -0.635, 0.026)  -0.53
C (-0.396, 0.378, -0.518)  0.36
C (0.855, -0.422, 1.307)  0.40
C (0.930, 1.808, 0.973)  0.35
H (-0.680, 2.339, -0.269)  0.44
H (0.929, -1.293, 1.944)  0.24
H (0.364, -1.439, -0.477)  0.45
H (-0.718, 0.186, -1.641)  0.28

---

# C3H4N3

The ion C3H4N3 with charge +1 in a non-equilibrium geometry (the ωB97M-V functional and the def2-TZVPD basis, the Open Molecules 2025 dataset).

energy = -7632.419 eV
total charge = +1
highest occupied orbital energy (alpha / beta) = -15.694 / -15.889 eV

Last column: natural (NBO) charge in e.
Element x y z (Å)
N (1.846, 1.096, 0.226)  0.09
N (0.259, -0.080, -1.120)  -0.54
N (-0.198, 0.392, 1.062)  -0.24
C (-1.277, -0.579, 1.176)  -0.16
C (-0.412, -0.239, 0.009)  0.40
C (1.362, 0.747, -0.852)  0.11
H (-2.340, -0.311, 1.353)  0.25
H (0.019, -0.682, -1.890)  0.48
H (-1.194, -1.615, 1.711)  0.25
H (1.933, 1.271, -1.676)  0.35

---

# C3H4N3

A structure of composition C3H4N3 in a non-equilibrium geometry (the ωB97M-V functional and the def2-TZVPD basis, the Open Molecules 2025 dataset).

energy = -7632.455 eV
total charge = +1
highest occupied orbital energy (alpha / beta) = -14.725 / -14.724 eV

Last column: natural (NBO) charge in e.
Element x y z (Å)
N (-0.207, 1.231, 0.445)  -0.21
N (-1.399, 1.682, -2.056)  -0.60
N (0.492, 0.315, 0.809)  -0.07
C (-1.148, 0.899, -1.233)  0.42
C (0.982, -2.123, 1.246)  -0.31
C (0.577, -0.876, 1.037)  0.34
H (1.826, -2.489, 0.899)  0.25
H (0.273, -2.662, 1.830)  0.27
H (0.298, 2.168, -0.001)  0.44
H (-1.693, 1.854, -2.977)  0.47

---

# C3H4N3

A structure of composition C3H4N3 in a non-equilibrium geometry (the ωB97M-V functional and the def2-TZVPD basis, the Open Molecules 2025 dataset).

energy = -7630.835 eV
total charge = +1
highest occupied orbital energy (alpha / beta) = -16.698 / -16.909 eV

Last column: natural (NBO) charge in e.
Element x y z (Å)
N (1.153, -1.083, 0.361)  -0.11
N (2.318, 0.757, -0.007)  0.08
N (2.156, -0.381, 0.169)  0.27
C (0.499, 1.039, -0.093)  0.18
C (0.117, -0.271, -0.056)  0.10
C (-1.294, -0.445, 0.044)  -0.69
H (-1.891, 0.466, -0.089)  0.29
H (-1.638, -1.083, 1.015)  0.30
H (0.285, 1.974, -0.628)  0.28
H (-1.707, -0.972, -0.717)  0.29

---

# C3H4N3O3S

A structure of composition C3H4N3O3S in a non-equilibrium geometry (the ωB97M-V functional and the def2-TZVPD basis, the Open Molecules 2025 dataset).

energy = -24612.061 eV
total charge = +1
highest occupied orbital energy = -14.242 eV

Last column: natural (NBO) charge in e.
Element x y z (Å)
S (1.486, -1.345, -0.193)  1.55
O (0.442, 0.385, -0.286)  -0.61
O (1.938, -1.782, -1.407)  -0.76
O (-4.048, 1.181, -0.446)  -0.36
N (-1.690, -1.010, 0.563)  0.01
N (-2.815, -0.626, 0.493)  -0.15
N (-1.738, 1.148, -0.537)  -0.65
C (2.922, -0.385, 0.558)  -0.82
C (-0.762, 0.417, -0.222)  0.75
C (-3.084, 0.592, -0.169)  0.75
H (3.497, -1.122, 1.091)  0.27
H (-1.787, 2.200, -0.739)  0.48
H (2.285, -0.026, 1.421)  0.24
H (3.355, 0.373, -0.127)  0.29

---

# C3H4N3P

A cluster of 2 separate species, C3H4N3P in total in a non-equilibrium geometry (the ωB97M-V functional and the def2-TZVPD basis, the Open Molecules 2025 dataset).

energy = -16932.168 eV
highest occupied orbital energy (alpha / beta) = -7.604 / -7.605 eV

Last column: natural (NBO) charge in e.
Element x y z (Å)
P (2.205, -0.171, 1.000)  0.21
N (1.663, 1.978, -0.880)  -0.41
N (0.601, -1.704, -0.848)  -0.52
N (-1.487, -0.300, -0.411)  -0.61
C (1.926, 1.132, -0.142)  -0.06
C (1.314, -1.148, -0.122)  -0.03
C (-1.221, 0.280, 0.729)  0.08
H (-1.450, -1.315, -0.480)  0.46
H (-1.333, 0.209, -1.267)  0.44
H (-1.224, -0.293, 1.642)  0.22
H (-0.994, 1.331, 0.778)  0.23

---

# C3H4N3S

The ion C3H4N3S with charge -1 in a non-equilibrium geometry (the ωB97M-V functional and the def2-TZVPD basis, the Open Molecules 2025 dataset).

energy = -18481.190 eV
total charge = -1
highest occupied orbital energy = -2.405 eV
structure (SMILES) = Nn1cncc1[S-]

Last column: natural (NBO) charge in e.
Element x y z (Å)
S (-2.417, -0.155, -0.203)  -0.54
N (0.138, -0.390, -0.016)  -0.21
N (-0.048, -1.834, -0.014)  -0.66
N (1.021, 1.606, -0.035)  -0.48
C (1.323, 0.315, -0.046)  0.04
C (-0.870, 0.476, -0.205)  -0.05
C (-0.305, 1.728, -0.136)  -0.17
H (2.145, -0.253, 0.135)  0.16
H (-0.810, 2.643, -0.501)  0.18
H (-0.966, -1.935, 0.479)  0.40
H (0.788, -2.201, 0.543)  0.33

---

# C3H4N4

An isolated molecule of C3H4N4 in a non-equilibrium geometry (the ωB97M-V functional and the def2-TZVPD basis, the Open Molecules 2025 dataset).

energy = -9132.426 eV
highest occupied orbital energy = -9.369 eV
structure (SMILES) = Cc1nncnn1

Last column: natural (NBO) charge in e.
Element x y z (Å)
N (1.421, 1.295, 0.018)  -0.15
N (0.353, -1.208, 0.043)  -0.23
N (0.178, 1.137, 0.065)  -0.21
N (1.782, -1.215, 0.027)  -0.17
C (-0.413, -0.057, 0.126)  0.34
C (-1.986, -0.063, -0.091)  -0.67
C (2.207, 0.074, -0.053)  0.15
H (3.223, 0.326, -0.123)  0.19
H (-2.302, -0.266, 0.939)  0.23
H (-2.314, -1.034, -0.581)  0.26
H (-2.150, 1.010, -0.371)  0.26

---

# C3H4N4O

An isolated molecule of C3H4N4O (the ωB97M-V functional and the def2-TZVPD basis, the Open Molecules 2025 dataset).

energy = -11181.038 eV
highest occupied orbital energy = -9.463 eV
structure (SMILES) = COc1nncnn1

Last column: natural (NBO) charge in e.
Element x y z (Å)
O (1.243, -0.864, 0.040)  -0.46
N (-2.154, -1.133, 0.014)  -0.17
N (-0.317, 0.825, 0.017)  -0.27
N (-0.896, -1.493, -0.006)  -0.20
N (-1.587, 1.162, 0.020)  -0.16
C (2.234, 0.183, -0.015)  -0.26
C (-2.464, 0.162, -0.012)  0.12
C (-0.009, -0.479, -0.002)  0.59
H (-3.508, 0.400, -0.007)  0.20
H (2.066, 0.848, -0.862)  0.20
H (2.199, 0.749, 0.942)  0.20
H (3.194, -0.360, -0.130)  0.20

---

# C3H4N4O

A cluster of 2 separate species, C3H4N4O in total in a non-equilibrium geometry (the ωB97M-V functional and the def2-TZVPD basis, the Open Molecules 2025 dataset).

energy = -11174.748 eV
highest occupied orbital energy = -9.925 eV

Last column: natural (NBO) charge in e.
Element x y z (Å)
O (-2.606, -0.724, 0.015)  -0.40
N (0.083, 1.577, -0.113)  -0.43
N (0.064, -0.763, -0.285)  -0.49
N (-1.903, 0.305, -0.523)  -0.24
N (2.436, -1.123, -0.169)  -0.51
C (1.332, 1.258, 0.014)  0.07
C (1.402, -0.371, -0.052)  0.30
C (-0.528, 0.247, -0.421)  0.51
H (2.147, 2.050, 0.298)  0.24
H (-2.239, 0.972, 0.254)  0.38
H (-1.905, -1.387, 1.620)  0.21
H (1.717, -2.042, -0.639)  0.36

---

# C3H4N4O

An isolated molecule of C3H4N4O in a non-equilibrium geometry (the ωB97M-V functional and the def2-TZVPD basis, the Open Molecules 2025 dataset).

energy = -11180.112 eV
highest occupied orbital energy = -9.386 eV
structure (SMILES) = [H]/N=C\Nc1cnno1

Last column: natural (NBO) charge in e.
Element x y z (Å)
O (-0.711, 0.616, 0.298)  -0.42
N (-1.186, 0.707, -1.893)  -0.10
N (-1.372, 1.466, -0.998)  0.12
N (0.756, -1.031, 0.388)  -0.62
N (1.655, 0.120, 2.360)  -0.64
C (-0.265, -0.326, -0.348)  0.57
C (-0.635, -0.521, -1.691)  -0.31
C (1.471, -0.813, 1.540)  0.26
H (2.299, -1.503, 1.680)  0.17
H (0.922, 0.875, 2.305)  0.34
H (0.728, -1.987, 0.114)  0.39
H (-0.650, -1.188, -2.477)  0.24

---

# C3H4N4O

An isolated molecule of C3H4N4O in a non-equilibrium geometry (the ωB97M-V functional and the def2-TZVPD basis, the Open Molecules 2025 dataset).

energy = -11180.096 eV
highest occupied orbital energy = -7.846 eV
structure (SMILES) = NC(=C=O)C1(N)N=N1

Last column: natural (NBO) charge in e.
Element x y z (Å)
O (2.450, 1.535, -0.800)  -0.43
N (-0.749, 2.099, -0.219)  -0.09
N (0.875, -1.422, 0.034)  -0.80
N (-0.901, 1.745, 0.938)  -0.11
N (-1.809, -0.297, 0.034)  -0.83
C (1.575, 0.858, -0.432)  0.71
C (0.649, -0.014, -0.079)  -0.25
C (-0.708, 0.498, 0.212)  0.27
H (-2.389, -0.457, 0.846)  0.39
H (-1.714, -1.053, -0.628)  0.40
H (1.334, -1.816, -0.777)  0.37
H (1.387, -1.676, 0.872)  0.37

---

# C3H4N4O

A structure of composition C3H4N4O in a non-equilibrium geometry (the ωB97M-V functional and the def2-TZVPD basis, the Open Molecules 2025 dataset).

energy = -11179.327 eV
highest occupied orbital energy = -9.633 eV

Last column: natural (NBO) charge in e.
Element x y z (Å)
O (2.630, -0.455, -0.060)  -0.67
N (-1.271, -1.296, 0.033)  -0.18
N (-0.478, 1.247, 0.107)  -0.20
N (-1.763, 1.057, -0.056)  -0.15
N (-0.034, -1.060, -0.060)  -0.21
C (0.351, 0.232, -0.002)  0.30
C (-2.096, -0.256, -0.053)  0.13
C (1.876, 0.616, -0.022)  -0.07
H (2.058, -1.265, 0.649)  0.47
H (2.138, 1.207, -0.876)  0.20
H (-3.063, -0.701, 0.108)  0.21
H (1.869, 1.209, 0.888)  0.16

---

# C3H4N4O

An isolated molecule of C3H4N4O in a non-equilibrium geometry (the ωB97M-V functional and the def2-TZVPD basis, the Open Molecules 2025 dataset).

energy = -11180.938 eV
highest occupied orbital energy = -8.590 eV
structure (SMILES) = [H]/N=N\c1c[nH]/c(=N/[H])o1

Last column: natural (NBO) charge in e.
Element x y z (Å)
O (-0.149, -0.739, -0.190)  -0.47
N (2.133, -1.252, 0.039)  -0.71
N (-2.816, -0.833, 0.083)  -0.26
N (-2.220, 0.214, -0.160)  -0.15
N (1.314, 0.963, 0.102)  -0.61
C (-0.851, 0.412, -0.081)  0.30
C (1.165, -0.472, -0.074)  0.67
C (-0.031, 1.481, 0.062)  -0.05
H (2.083, 1.441, -0.428)  0.42
H (-0.179, 2.503, 0.092)  0.23
H (-2.237, -1.537, 0.581)  0.28
H (1.787, -2.183, -0.025)  0.35

---

# C3H4N4O

An isolated molecule of C3H4N4O in a non-equilibrium geometry (the ωB97M-V functional and the def2-TZVPD basis, the Open Molecules 2025 dataset).

energy = -11183.151 eV
highest occupied orbital energy = -9.085 eV
structure (SMILES) = [H]/N=c1\nc[nH]c(O)n1

Last column: natural (NBO) charge in e.
Element x y z (Å)
O (-0.614, 2.421, -0.303)  -0.65
N (0.757, 0.593, -0.692)  -0.57
N (2.341, -1.108, -0.459)  -0.64
N (0.044, -1.573, 0.114)  -0.50
N (-1.230, 0.321, 0.396)  -0.63
C (-0.334, 1.121, -0.303)  0.71
C (-1.041, -1.040, 0.508)  0.29
C (1.129, -0.742, -0.307)  0.50
H (0.077, 2.876, -0.721)  0.51
H (2.414, -2.131, -0.262)  0.35
H (-1.694, -1.661, 1.149)  0.21
H (-1.850, 0.924, 0.881)  0.42

---

# C3H4N4O

A structure of composition C3H4N4O in a non-equilibrium geometry (the ωB97M-V functional and the def2-TZVPD basis, the Open Molecules 2025 dataset).

energy = -11177.968 eV
highest occupied orbital energy = -9.461 eV

Last column: natural (NBO) charge in e.
Element x y z (Å)
O (-1.864, 1.255, 1.452)  -0.31
N (-1.523, 0.985, 0.090)  -0.16
N (-0.032, -0.440, -0.804)  -0.59
N (-0.304, -0.321, 1.469)  -0.51
N (2.035, -0.841, -2.288)  -0.62
C (1.249, -0.908, -1.126)  0.27
C (-0.682, -0.039, 0.230)  0.43
C (-0.967, 0.550, 2.299)  0.36
H (1.366, -0.054, -2.933)  0.29
H (-0.011, 0.653, -1.501)  0.39
H (-0.823, 0.909, 3.370)  0.24
H (1.556, -1.747, -0.259)  0.19

---

# C3H4N4O2

An isolated molecule of C3H4N4O2 in a non-equilibrium geometry (the ωB97M-V functional and the def2-TZVPD basis, the Open Molecules 2025 dataset).

energy = -13224.711 eV
highest occupied orbital energy = -8.955 eV
structure (SMILES) = N#C/C=C\N/N=[N+](/[O-])O

Last column: natural (NBO) charge in e.
Element x y z (Å)
O (-3.451, -0.290, 0.025)  -0.34
O (-1.576, -0.534, -1.224)  -0.59
N (-1.530, -0.635, 1.090)  -0.11
N (-2.243, -0.416, 0.092)  0.57
N (-1.902, 2.264, 0.403)  -0.35
N (-0.248, -0.930, 0.734)  -0.43
C (0.417, 1.240, 0.113)  -0.49
C (0.646, -0.012, 0.490)  0.10
C (-0.884, 1.772, 0.267)  0.24
H (1.225, 1.980, -0.144)  0.26
H (1.712, -0.486, 0.673)  0.22
H (-2.076, 0.087, -1.880)  0.51
H (0.067, -1.727, 1.150)  0.39